Record 1
Here is a structure of composition C7H11N5 in a non-equilibrium geometry from the Open Molecules 2025 dataset. Energies are from wB97M-V/def2-TZVPD.

Output
**Energy above the lowest of the compared OMol25 structures with the same formula, charge and spin**: 9.2811 eV
**E_HOMO**: -7.8 eV
**Total charge**: 0
**DFT total energy**: -14878.3459 eV
**Gap between HOMO and LUMO**: 0.318 hartree
**Largest force on an atom**: 8.67 eV/A

Geometry as XYZ:
```
23
Properties=species:S:1:pos:R:3:nbo_charge:R:1
N -0.216 -0.262 0.416 -0.604
N -1.078 -0.957 -1.517 -0.562
N 1.531 1.289 0.646 -0.644
N -1.756 -2.134 0.185 -0.807
N -0.508 0.015 -3.511 -0.778
C 1.106 0.064 2.844 -0.437
C -0.343 -0.077 -2.156 0.410
C 0.670 0.510 -0.163 0.404
C -0.251 0.648 2.461 -0.472
C -1.004 -1.109 -0.218 0.586
C 0.745 0.633 -1.522 -0.405
C 1.291 1.347 2.180 -0.091
H 1.453 -0.879 1.843 0.218
H -0.503 1.056 -3.666 0.365
H 1.667 2.274 2.890 0.239
H -1.631 0.040 -3.881 0.377
H 1.845 0.915 -2.185 0.232
H 2.257 2.062 0.263 0.426
H -1.812 -1.876 1.463 0.382
H -0.789 1.060 3.529 0.173
H -1.043 0.698 1.623 0.289
H 1.382 0.036 4.171 0.244
H -1.911 -3.129 -0.137 0.452
```

=====

Record 2
Here is an isolated molecule of C4H6N2O from the Open Molecules 2025 dataset. Energies are from wB97M-V/def2-TZVPD.

Output
**Energy above the lowest of the compared OMol25 structures with the same formula, charge and spin**: 1.6487 eV
**E_HOMO**: -8.5 eV
**Total charge**: 0
**DFT total energy**: -9271.8532 eV
**Gap between HOMO and LUMO**: 0.345 hartree
**Largest force on an atom**: 0.45 eV/A
**SMILES string**: Cc1cc(N)on1

Geometry as XYZ:
```
13
Properties=species:S:1:pos:R:3:nbo_charge:R:1
O 0.923 -0.997 -1.027 -0.316
N -0.464 -0.898 -1.174 -0.166
N 2.624 -0.321 0.340 -0.810
C -2.301 0.217 -0.057 -0.643
C 1.316 -0.188 -0.040 0.507
C -0.841 -0.013 -0.288 0.178
C 0.255 0.519 0.448 -0.463
H -2.878 -0.499 -0.646 0.237
H -2.618 1.232 -0.315 0.224
H 0.237 1.255 1.237 0.231
H -2.522 0.053 1.003 0.223
H 3.221 -0.808 -0.311 0.401
H 3.049 0.448 0.830 0.396
```

=====

Record 3
Here is a cluster of 9 separate species, C72H76BrFINO9P2S2 in total in a non-equilibrium geometry from the Open Molecules 2025 dataset. Energies are from wB97M-V/def2-TZVPD.

Output
**Energy above the lowest of the compared OMol25 structures with the same formula, charge and spin**: 21.3562 eV
**E_HOMO**: -8.6 eV
**Total charge**: 0
**DFT total energy**: -216899.7659 eV
**Gap between HOMO and LUMO**: 0.267 hartree
**Largest force on an atom**: 8.54 eV/A
**SMILES string**: CCOc1c(CCCI)c(P(O)O)c(F)c2c1N(CCOC=O)c1c(Br)cc(P(O)(O)=S)c(CCCC(=O)O)c1S2.c1ccccc1.c1ccccc1.c1ccccc1.c1ccccc1.c1ccccc1.c1ccccc1.c1ccccc1.c1ccccc1

Geometry as XYZ:
```
165
Properties=species:S:1:pos:R:3:lowdin_charge:R:1
I -0.731 1.467 5.330 0.729
Br 3.026 2.210 -0.435 0.651
S 0.904 -3.572 -0.422 0.858
S -0.547 1.683 -5.566 0.223
P -1.693 0.689 -4.286 0.385
P 0.495 -4.592 5.688 0.919
F -0.121 -5.227 2.411 -0.098
O -3.283 -5.898 -4.079 -0.025
O 1.796 -5.637 6.207 -0.359
O -2.857 1.878 -3.677 -0.314
O 3.397 -0.060 3.442 -0.169
O 6.112 -5.014 1.474 -0.073
O -2.446 -0.594 -5.190 -0.289
O 4.130 -4.206 0.321 -0.148
O -4.139 -3.712 -4.610 -0.072
O -0.080 -3.556 6.972 -0.369
N 2.807 -0.968 0.417 -0.137
C -5.228 -1.167 -8.971 -0.093
C 1.293 -3.131 1.396 -0.276
C -2.802 5.183 -3.236 -0.099
C -6.176 -2.145 -1.085 -0.091
C -0.483 0.077 -2.909 -0.214
C 4.709 -2.831 0.480 -0.153
C 11.307 -5.757 1.699 -0.100
C -4.000 4.677 -3.739 -0.102
C -0.436 -1.491 -2.359 -0.114
C -6.147 -1.028 -11.201 -0.100
C -2.808 6.332 -2.444 -0.097
C -4.751 -0.393 0.554 -0.089
C 0.818 2.569 8.483 -0.121
C 0.035 -0.382 6.280 -0.608
C -5.511 -2.532 -8.940 -0.084
C -5.005 -6.559 -6.866 -0.084
C -6.105 -3.147 -10.042 -0.087
C -0.690 12.097 1.924 -0.099
C 1.683 0.900 -1.177 -0.471
C -4.460 -0.468 -0.809 -0.095
C 9.963 -5.475 1.457 -0.091
C 2.441 -1.681 5.900 -0.188
C -0.304 11.868 3.244 -0.098
C 2.720 4.934 3.607 -0.098
C 1.134 1.817 9.615 -0.102
C 2.248 -1.769 1.571 -0.071
C 2.681 7.052 2.446 -0.105
C 2.612 -1.253 3.092 -0.026
C 2.084 6.438 1.346 -0.096
C 0.725 -4.011 2.683 -0.079
C 1.728 2.432 10.717 -0.098
C 4.782 -5.103 1.287 -0.105
C -1.416 -2.665 -2.950 -0.174
C -5.552 -7.508 -9.019 -0.092
C 5.440 1.373 3.207 -0.081
C 3.867 -1.708 -0.364 -0.163
C 9.630 -5.036 3.809 -0.096
C -5.205 5.316 -3.447 -0.089
C -3.079 -4.564 -4.674 -0.272
C -0.655 -3.284 -4.304 -0.171
C 2.126 4.319 2.505 -0.117
C 1.810 5.071 1.373 -0.126
C -6.471 -2.067 0.277 -0.094
C -0.817 11.027 1.038 -0.098
C 0.558 1.247 -2.322 -0.056
C 1.715 -0.668 -0.632 -0.138
C -1.697 -4.002 -5.356 -0.099
C -5.210 6.468 -2.660 -0.097
C -4.734 -7.465 -7.891 -0.089
C 4.797 -0.157 3.002 -0.219
C 2.010 3.797 10.686 -0.098
C 1.092 3.936 8.456 -0.087
C 11.813 -5.680 2.997 -0.103
C 1.689 4.550 9.556 -0.095
C -6.922 -5.748 -8.091 -0.119
C -0.156 9.500 2.789 -0.100
C 3.002 6.300 3.576 -0.094
C -0.033 10.569 3.676 -0.095
C 2.046 -2.154 4.377 -0.051
C -5.174 -1.342 -1.627 -0.099
C -6.421 -2.396 -11.174 -0.092
C 9.123 -5.118 2.512 -0.091
C 1.672 -0.332 6.426 -0.276
C -6.101 -5.703 -6.964 -0.092
C 1.136 -3.512 4.203 -0.214
C -6.646 -6.648 -9.120 -0.110
C 10.975 -5.314 4.050 -0.104
C -0.552 9.728 1.471 -0.097
C 0.677 -1.845 -1.207 -0.297
C -4.011 6.977 -2.160 -0.099
C -5.760 -1.190 1.095 -0.092
C -5.549 -0.414 -10.101 -0.097
H 1.349 4.591 0.513 0.071
H -5.334 0.651 -10.123 0.100
H -1.480 -3.564 -2.196 0.110
H 5.780 -2.904 -0.042 0.150
H -4.363 -6.521 -5.990 0.073
H 2.963 4.349 4.490 0.098
H 0.917 0.752 9.638 0.092
H -0.653 8.894 0.782 0.095
H -6.398 -0.441 -12.081 0.099
H -4.759 -0.689 -8.115 0.094
H 1.909 3.254 2.528 0.087
H 2.897 8.117 2.423 0.102
H 1.941 -0.220 7.582 0.110
H -0.448 -0.522 7.345 0.071
H 4.942 -0.400 1.863 0.106
H 0.518 2.360 -2.712 0.090
H 5.438 -0.850 3.721 0.139
H -2.626 2.067 -2.707 0.085
H -5.992 -1.127 2.155 0.102
H -5.267 -3.118 -8.057 0.090
H 1.905 5.615 9.533 0.100
H 3.605 -1.421 5.893 0.126
H -5.339 -8.212 -9.819 0.100
H 8.977 -4.754 4.631 0.097
H 4.216 -5.936 1.920 0.179
H -3.883 -8.138 -7.811 0.101
H -3.677 0.157 -1.231 0.081
H 2.687 -5.146 6.202 0.070
H 3.471 6.777 4.432 0.100
H 2.479 4.275 11.542 0.099
H -7.778 -5.082 -8.167 0.108
H 0.840 4.523 7.576 0.101
H -7.282 -6.679 -10.000 0.104
H -7.255 -2.690 0.699 0.101
H -0.012 -2.434 -4.839 0.133
H -1.165 -4.882 -5.960 0.137
H -6.322 -4.212 -10.019 0.072
H -0.211 12.700 3.935 0.099
H 6.165 1.445 4.123 0.079
H 1.832 7.025 0.466 0.101
H 11.371 -5.247 5.061 0.097
H -0.332 -1.268 5.604 0.040
H 2.168 0.613 5.897 0.105
H -6.881 -2.875 -12.033 0.099
H -3.444 -0.492 -4.997 0.098
H -6.148 6.969 -2.437 0.100
H -6.315 -5.000 -6.163 0.100
H 0.056 8.488 3.125 0.095
H 4.920 -2.564 1.600 0.119
H -1.875 6.725 -2.050 0.096
H 4.576 2.189 3.308 0.082
H 6.000 1.657 2.191 0.088
H 11.960 -6.037 0.877 0.098
H 8.075 -4.904 2.324 0.062
H 1.972 1.847 11.600 0.099
H -3.856 -5.710 -3.256 0.149
H 4.612 -0.875 -0.783 0.143
H -3.995 3.784 -4.357 0.085
H -4.016 7.875 -1.549 0.099
H -6.728 -2.831 -1.722 0.102
H -1.863 4.683 -3.460 0.094
H -0.894 13.109 1.585 0.100
H 3.439 -2.247 -1.338 0.136
H 0.125 -4.124 -3.985 0.124
H 0.358 2.089 7.624 -0.040
H 0.273 10.391 4.703 0.100
H -1.122 11.205 0.010 0.099
H 12.859 -5.903 3.186 0.098
H 2.336 -2.585 6.671 0.103
H -2.494 -2.267 -3.176 0.092
H -4.948 -1.399 -2.689 0.085
H -2.014 -3.155 -6.133 0.132
H -4.193 0.285 1.193 0.102
H 0.160 -4.021 7.828 0.070
H 9.569 -5.534 0.445 0.101
H -6.139 4.918 -3.833 0.101
```